{
  "formula": "C24H18BrIrN5O2S3",
  "method": "ωB97M-V/def2-TZVPD",
  "total_charge": 1,
  "spin_multiplicity": 5,
  "homo_ev": [-10.5, -11.1],
  "elements": ["H", "C", "C", "H", "H", "H", "C", "H", "H", "C", "C", "N", "N", "C", "Br", "O", "H", "H", "C", "H", "C", "C", "H", "C", "C", "S", "N", "C", "H", "C", "N", "C", "H", "C", "C", "C", "H", "Ir", "H", "H", "S", "H", "C", "C", "C", "C", "S", "H", "C", "O", "C", "N", "H", "C"],
  "xyz": [[3.445, 5.461, -1.727], [2.849, -2.210, 0.807], [-1.775, 0.101, 2.300], [3.402, -4.341, 3.808], [-1.935, -0.942, 2.072], [6.873, -7.407, 2.072], [3.265, -4.472, -0.034], [6.324, -7.397, 4.479], [5.696, -5.895, 0.529], [4.833, -5.870, 4.298], [-0.673, 2.050, 1.760], [-0.885, 0.740, 1.554], [3.762, -4.159, 1.225], [0.286, 2.688, 0.851], [4.763, 4.332, -4.106], [0.406, -0.909, -2.388], [-1.838, -0.578, -4.028], [1.882, 4.586, -0.089], [4.462, -5.063, 2.088], [3.451, 1.707, -3.785], [2.206, 3.934, -0.885], [3.107, 2.327, -2.970], [-2.810, 2.619, 4.299], [1.765, 2.616, -0.995], [5.437, -5.908, 1.575], [2.444, -0.599, 1.144], [3.532, -2.951, 1.691], [-3.164, -1.263, -2.400], [1.855, 0.804, -2.139], [-1.883, -1.323, -3.234], [0.841, 2.011, -0.079], [-0.820, -1.028, -2.217], [-3.697, -2.213, -2.361], [-2.486, 0.747, 3.305], [3.547, 3.633, -2.850], [5.801, -6.736, 3.804], [0.470, 3.749, 0.997], [0.470, -0.226, 0.001], [-3.206, 0.191, 3.887], [-1.697, -2.294, -3.693], [2.513, -3.024, -0.650], [4.602, -5.856, 5.353], [3.098, 4.441, -1.811], [-2.703, -0.908, -0.990], [2.214, 1.818, -2.037], [4.157, -5.021, 3.441], [3.266, -5.914, -0.789], [-3.872, -0.509, -2.739], [-2.266, 2.092, 3.528], [-3.412, -0.722, -0.034], [6.105, -6.748, 2.451], [-1.313, -0.845, -0.976], [-1.150, 3.821, 2.870], [-1.343, 2.766, 2.738]]
}



{
  "formula": "C24H18Cl2IN2O2PtS",
  "method": "ωB97M-V/def2-TZVPD",
  "total_charge": 1,
  "spin_multiplicity": 5,
  "homo_ev": [-10.5, -11.1],
  "elements": ["C", "C", "H", "N", "O", "C", "H", "H", "C", "C", "C", "C", "C", "C", "O", "H", "C", "C", "C", "Cl", "H", "C", "H", "C", "C", "H", "C", "C", "C", "C", "C", "C", "H", "C", "H", "H", "H", "H", "C", "H", "N", "C", "S", "H", "Pt", "H", "Cl", "H", "H", "I", "H"],
  "xyz": [[1.361, -1.237, -1.890], [-2.909, -1.339, 0.006], [-0.205, -5.601, -5.089], [3.620, -3.224, -2.475], [2.353, -1.486, -1.188], [0.516, -3.750, -4.288], [0.580, -1.201, -3.896], [2.526, -4.563, 4.054], [4.009, -4.622, -0.460], [1.456, -1.605, -3.399], [-0.293, -3.790, 2.318], [2.631, -3.852, -3.170], [0.079, -2.527, 1.819], [0.596, -5.111, -4.550], [0.257, -0.712, -1.568], [3.600, -5.778, -3.144], [4.904, -5.046, 0.503], [4.418, -3.708, -1.461], [1.539, -3.079, -3.639], [2.360, -5.092, -0.256], [-1.887, -5.245, 2.331], [1.381, -2.022, 2.106], [2.345, -1.092, -3.778], [6.602, -3.591, -0.391], [0.609, -4.516, 3.131], [-3.104, -0.424, 0.567], [-1.576, -4.268, 1.980], [2.720, -5.230, -3.455], [-1.994, -2.225, 0.788], [-2.408, -3.505, 1.218], [6.200, -4.554, 0.524], [2.238, -2.768, 2.900], [7.599, -3.174, -0.360], [1.717, -5.848, -4.149], [-3.858, -1.832, -0.198], [4.567, -5.744, 1.257], [6.891, -4.899, 1.282], [0.301, -5.476, 3.527], [1.848, -4.008, 3.420], [3.222, -2.369, 3.119], [-0.784, -1.776, 1.087], [5.718, -3.166, -1.353], [1.908, -0.508, 1.488], [-3.391, -3.860, 0.941], [-0.125, 0.229, 0.450], [1.794, -6.900, -4.386], [6.205, -1.961, -2.485], [-0.351, -3.187, -4.614], [3.774, -2.241, -2.679], [-1.196, 2.479, 0.807], [-2.441, -1.055, -0.938]]
}



{
  "formula": "C24H18Cl2IN5O2S4SbW",
  "method": "ωB97M-V/def2-TZVPD",
  "total_charge": -1,
  "spin_multiplicity": 3,
  "homo_ev": [-4.7, -5.1],
  "elements": ["H", "C", "C", "H", "C", "H", "C", "H", "Sb", "C", "N", "C", "S", "C", "N", "H", "C", "I", "H", "N", "O", "H", "C", "H", "H", "C", "C", "S", "C", "C", "H", "N", "C", "H", "H", "C", "C", "H", "H", "C", "H", "N", "Cl", "C", "O", "H", "H", "W", "C", "C", "C", "S", "S", "H", "C", "C", "C", "Cl"],
  "xyz": [[1.265, 2.346, -0.089], [3.878, -0.470, -3.234], [-1.473, -1.302, 2.281], [4.133, -2.413, -0.449], [0.960, 1.068, 2.896], [4.960, -0.712, 3.518], [-2.201, -2.112, 3.308], [-3.870, 3.198, 0.471], [-3.157, -3.599, 0.345], [2.771, -3.276, 3.216], [1.762, -1.216, 0.291], [2.103, -2.869, 2.070], [-0.704, -2.898, -0.488], [3.490, -0.908, 1.974], [0.842, 1.169, 1.569], [1.617, 1.905, 4.741], [3.731, -1.691, -1.147], [2.703, 4.926, 0.658], [-3.138, 4.335, -1.649], [0.855, 0.471, -1.316], [-2.068, -0.914, 1.224], [2.565, 3.951, 3.650], [2.090, 3.171, 3.072], [4.314, -2.827, 4.639], [-3.172, -1.668, 3.493], [-2.603, 3.473, -1.271], [2.453, -1.677, 1.449], [-1.282, -1.373, -1.728], [2.533, -1.043, -0.856], [2.030, -0.108, -1.770], [1.292, -3.461, 1.668], [0.326, 1.462, -2.000], [1.344, 2.266, 0.983], [-2.606, 1.244, 1.281], [5.318, -1.909, -2.561], [4.391, -1.399, -2.332], [1.574, 2.043, 3.671], [2.261, 0.915, -3.629], [0.551, 0.193, 3.366], [-1.498, 3.005, -1.932], [-1.109, 3.460, -2.831], [-1.256, 1.260, -0.290], [-1.985, 1.004, 3.630], [4.162, -1.322, 3.113], [-0.200, -1.284, 2.211], [2.474, -4.196, 3.704], [3.756, 0.021, 1.482], [-0.181, -0.565, 0.241], [2.689, 0.185, -2.956], [-2.335, 1.741, 0.359], [-3.024, 2.840, -0.095], [-3.105, -5.777, -0.217], [-2.311, -3.833, 2.670], [4.406, -0.263, -4.155], [3.800, -2.507, 3.742], [-0.815, 1.893, -1.413], [1.965, 3.270, 1.695], [-1.311, -2.168, 4.843]]
}



{
  "formula": "C24H18Cl2NO3PSe2W",
  "method": "ωB97M-V/def2-TZVPD",
  "total_charge": 1,
  "spin_multiplicity": 2,
  "homo_ev": [-10.9, -11.0],
  "elements": ["W", "C", "Se", "H", "H", "H", "H", "C", "C", "C", "C", "H", "C", "C", "N", "H", "H", "C", "C", "H", "C", "C", "C", "P", "C", "C", "H", "C", "H", "C", "C", "C", "C", "C", "H", "Cl", "H", "O", "C", "C", "C", "O", "Se", "H", "H", "H", "H", "H", "H", "C", "Cl", "O"],
  "xyz": [[0.318, 0.721, 0.512], [-2.194, -3.500, -0.337], [-0.136, -0.414, -1.873], [3.725, -4.118, -1.547], [3.608, -5.715, 0.333], [4.286, 0.598, 0.050], [3.266, 6.183, 1.378], [2.000, -3.014, -0.921], [-3.955, -2.269, 1.432], [2.026, 3.159, 0.418], [-3.337, 3.338, -2.700], [-5.286, -3.883, 0.977], [2.085, 4.530, 0.744], [-2.710, -1.702, 1.195], [-2.158, 2.012, -0.634], [0.124, -3.733, 1.821], [-1.504, -3.982, -1.019], [4.454, 4.401, 1.180], [3.260, 5.132, 1.125], [-3.805, 3.865, -3.520], [-1.885, 3.314, -0.800], [-3.608, 1.994, -2.481], [3.240, 2.438, 0.510], [-0.225, -1.575, -0.025], [1.863, -4.816, 1.195], [-1.830, -2.317, 0.308], [-3.721, -4.976, -0.594], [-4.317, -3.442, 0.787], [2.046, -2.311, -1.743], [2.941, -4.027, -0.806], [2.873, -4.925, 0.249], [-2.467, 3.997, -1.845], [0.917, -3.811, 1.086], [-3.001, 1.341, -1.433], [1.809, -5.518, 2.017], [0.643, 5.477, 0.666], [5.366, 2.496, 0.896], [-1.644, 1.354, 0.418], [3.302, 1.048, 0.208], [4.450, 3.072, 0.861], [0.985, -2.909, 0.023], [0.885, 2.635, 0.020], [0.431, 0.490, 2.748], [-2.235, 5.044, -1.972], [-2.418, -0.791, 1.702], [-1.199, 3.742, -0.088], [-4.287, 1.444, -3.115], [-4.637, -1.800, 2.128], [-3.147, 0.303, -1.179], [-3.438, -4.058, -0.096], [5.908, 5.202, 1.647], [2.333, 0.274, 0.096]]
}



What molecular weight values result from the calculations? In sequence: 776.76 791.38 1040.12 812.05 g/mol.
What ΔE to the lowest compared entry with this formula, charge and spin values result from the calculations? In sequence: 0.0254 0.0844 0.0000 2.1350 eV.
What E_tot values result from the calculations? In sequence: -5222.2646 -2920.7247 -4468.0734 -7337.3790 Eh.